Formula: C5H9NO2P
Source: OMol25
Level of theory: ωB97M-V/def2-TZVPD

Cartesian coordinates (Å):
C 2.584 0.324 -0.117
C -0.608 -1.666 -0.973
C -2.626 0.968 0.384
C 3.034 -0.659 0.606
C -0.590 -0.984 0.155
N 2.386 1.264 -0.848
O -0.102 1.395 1.409
O -0.413 1.441 -1.139
P -0.772 0.855 0.195
H -0.737 -1.149 -1.910
H 1.414 1.566 -0.979
H -0.493 -2.741 -1.019
H -2.964 0.449 1.276
H -2.858 2.029 0.477
H -3.121 0.566 -0.495
H 3.242 -0.522 1.652
H 3.067 -1.661 0.216
H -0.443 -1.475 1.110

The relative energy (zero: lowest compared OMol25 entry of this formula, charge and spin) comes out at 0.932 eV. As for the highest occupied orbital energy: -4.7928 eV. Its charge is -1. As for the LUMO energy: 3.94 eV.